(1)
{"formula": "CH5O2", "method": "the ωB97M-V functional and the def2-TZVPD basis", "charge": -1, "lumo_ev": 4.60, "homo_lumo_gap_ev": 6.72, "e_homo_ev": -2.114, "max_force_ev_per_a": 1.96, "symbols": ["O", "H", "C", "O", "H", "H", "H", "H"], "xyz": [[-1.031, -1.635, 1.482], [-1.297, -1.244, 2.324], [0.666, 0.802, -0.926], [-0.424, 0.105, -0.537], [0.960, 0.755, -2.034], [1.608, 0.338, -0.476], [0.740, 1.855, -0.600], [-1.222, -0.976, 0.768]], "mulliken_charge": [-0.67, 0.27, -0.61, -0.85, 0.13, 0.16, 0.17, 0.40]}

---

(2)
{"formula": "C30H42GeIrN7O6S2", "method": "the ωB97M-V functional and the def2-TZVPD basis", "charge": 1, "lumo_ev": [-2.93, -4.68], "multiplicity": 2, "homo_lumo_gap_ev": [7.94, 6.18], "e_homo_ev": [-10.864, -10.864], "max_force_ev_per_a": 3.27, "symbols": ["Ir", "N", "C", "C", "C", "N", "H", "H", "H", "H", "H", "H", "H", "H", "H", "H", "C", "N", "C", "C", "O", "N", "C", "N", "H", "H", "H", "H", "H", "H", "H", "N", "H", "H", "H", "O", "C", "O", "C", "C", "Ge", "C", "C", "C", "C", "C", "C", "C", "C", "C", "C", "C", "C", "C", "C", "C", "C", "C", "C", "H", "H", "H", "H", "H", "H", "H", "H", "H", "H", "H", "H", "H", "H", "H", "H", "H", "H", "H", "C", "S", "O", "O", "O", "H", "H", "H", "S", "C", "N"], "xyz": [[-2.044, 0.691, 0.452], [-2.581, -1.385, 0.858], [-2.960, -1.740, 2.238], [-1.756, -1.646, 3.163], [-1.231, -0.232, 3.290], [-0.760, 0.270, 1.981], [-3.378, -1.512, 0.227], [-1.813, -1.952, 0.508], [-3.394, -2.742, 2.259], [-3.733, -1.044, 2.559], [-0.957, -2.297, 2.794], [-2.015, -2.013, 4.157], [-0.409, -0.198, 4.007], [-2.007, 0.454, 3.636], [0.004, -0.303, 1.624], [-0.404, 1.214, 2.130], [-7.030, 2.832, 2.497], [-6.108, 1.980, 1.770], [-6.510, 0.819, 1.014], [-5.172, 0.206, 0.671], [-5.036, -0.805, 0.020], [-4.148, 0.973, 1.226], [-4.779, 1.975, 1.906], [-4.161, 2.844, 2.685], [-7.995, 2.795, 1.998], [-6.694, 3.868, 2.477], [-7.152, 2.506, 3.532], [-7.063, 1.068, 0.107], [-7.101, 0.120, 1.610], [-3.143, 2.940, 2.588], [-4.678, 3.628, 3.044], [-3.015, 1.351, -1.219], [-3.381, 2.285, -1.018], [-3.758, 0.765, -1.594], [-2.339, 1.486, -1.967], [-0.971, -0.254, -2.837], [-0.304, 0.090, -1.878], [-0.612, -0.180, -0.626], [0.948, 0.913, -2.074], [2.022, 0.782, -0.990], [3.211, -0.774, -1.116], [3.562, -1.097, -2.989], [4.044, -0.055, -3.786], [4.274, -0.240, -5.141], [4.018, -1.474, -5.724], [3.535, -2.517, -4.950], [3.306, -2.327, -3.592], [2.667, -2.451, -0.282], [3.664, -3.423, -0.174], [3.403, -4.666, 0.383], [2.130, -4.967, 0.844], [1.126, -4.018, 0.743], [1.395, -2.772, 0.187], [4.844, -0.248, -0.208], [4.800, 0.081, 1.150], [5.937, 0.478, 1.835], [7.153, 0.553, 1.169], [7.220, 0.226, -0.176], [6.075, -0.171, -0.856], [0.576, 1.943, -2.103], [1.343, 0.688, -3.064], [1.562, 0.852, -0.006], [2.716, 1.621, -1.074], [4.256, 0.914, -3.345], [4.651, 0.576, -5.743], [4.196, -1.620, -6.781], [3.332, -3.479, -5.403], [2.928, -3.152, -3.000], [4.669, -3.204, -0.521], [4.194, -5.401, 0.456], [1.922, -5.939, 1.271], [0.127, -4.266, 1.083], [0.595, -2.052, 0.064], [3.860, 0.014, 1.692], [5.882, 0.724, 2.888], [8.045, 0.860, 1.699], [8.167, 0.278, -0.697], [6.149, -0.432, -1.906], [-0.231, 4.849, 1.135], [-1.337, 3.573, 0.702], [-0.652, 2.616, -0.192], [-2.537, 4.156, 0.146], [-1.608, 2.827, 1.962], [0.029, 5.394, 0.230], [0.659, 4.408, 1.578], [-0.734, 5.500, 1.843], [-2.821, -2.031, -2.719], [-3.949, -0.871, -3.080], [-4.729, -0.033, -3.263]], "mulliken_charge": [3.45, -0.69, -0.54, -0.51, -0.79, -0.84, 0.44, 0.12, 0.39, 0.18, 0.16, 0.49, 0.53, 0.28, 0.11, 0.42, -1.13, 0.02, -0.51, 0.10, -0.62, 0.22, -0.32, -0.20, 0.37, 0.40, 0.34, 0.38, 0.36, 0.16, 0.22, -0.67, 0.36, -0.12, 0.41, -0.59, 0.29, -0.49, -1.19, -0.80, 1.94, -0.42, 0.00, -0.79, -0.51, -0.70, -0.27, -0.26, -0.56, -0.80, -0.58, -0.75, 0.24, -0.04, -0.44, -0.66, -0.45, -0.65, -0.23, 0.31, 0.60, 0.23, 0.66, 0.47, 0.41, 0.39, 0.42, 0.32, 0.45, 0.41, 0.40, 0.41, 0.30, 0.31, 0.40, 0.38, 0.41, 0.36, -1.18, 1.27, -0.48, -0.71, -0.99, 0.39, 0.33, 0.40, -0.05, 0.57, -0.45]}

---

(3)
{"formula": "C27H63N3O3", "method": "the ωB97M-V functional and the def2-TZVPD basis", "charge": 0, "lumo_ev": 0.59, "smiles": "CCN(CC)CC.CCN(CC)CC.CCN(CC)CC.CC(C)=O.CC(C)=O.CC(C)=O", "homo_lumo_gap_ev": 8.88, "e_homo_ev": -8.287, "max_force_ev_per_a": 1.10, "symbols": ["C", "C", "N", "C", "C", "C", "C", "H", "H", "H", "H", "H", "H", "H", "H", "H", "H", "H", "H", "H", "H", "H", "C", "C", "N", "C", "C", "C", "C", "H", "H", "H", "H", "H", "H", "H", "H", "H", "H", "H", "H", "H", "H", "H", "C", "C", "N", "C", "C", "C", "C", "H", "H", "H", "H", "H", "H", "H", "H", "H", "H", "H", "H", "H", "H", "H", "C", "C", "C", "O", "H", "H", "H", "H", "H", "H", "C", "C", "C", "O", "H", "H", "H", "H", "H", "H", "C", "C", "C", "O", "H", "H", "H", "H", "H", "H"], "xyz": [[3.110, 1.047, -4.470], [2.751, 0.723, -3.014], [2.896, 1.844, -2.082], [4.243, 2.371, -1.956], [5.221, 1.325, -1.443], [1.885, 2.879, -2.289], [1.708, 3.792, -1.069], [4.085, 1.517, -4.570], [2.369, 1.687, -4.954], [3.070, 0.116, -5.044], [1.735, 0.323, -3.015], [3.383, -0.074, -2.617], [4.598, 2.802, -2.905], [4.222, 3.209, -1.259], [6.041, 1.803, -0.903], [4.793, 0.654, -0.694], [5.613, 0.689, -2.238], [0.944, 2.416, -2.580], [2.202, 3.540, -3.113], [1.718, 3.216, -0.142], [0.753, 4.309, -1.144], [2.483, 4.553, -1.031], [-3.835, 1.241, -0.570], [-3.713, 0.202, -1.692], [-2.457, -0.544, -1.646], [-2.155, -1.185, -2.915], [-1.592, -0.211, -3.949], [-2.473, -1.532, -0.558], [-3.415, -2.754, -0.736], [-4.602, 1.955, -0.870], [-2.888, 1.750, -0.397], [-4.115, 0.782, 0.380], [-4.577, -0.475, -1.681], [-3.760, 0.769, -2.622], [-1.442, -2.004, -2.800], [-3.062, -1.641, -3.344], [-2.309, 0.600, -4.111], [-0.687, 0.291, -3.603], [-1.427, -0.677, -4.918], [-2.820, -1.060, 0.363], [-1.472, -1.934, -0.393], [-3.196, -3.309, -1.648], [-4.456, -2.439, -0.780], [-3.269, -3.428, 0.107], [3.319, -4.704, 0.891], [2.167, -3.976, 1.569], [0.940, -4.785, 1.652], [1.146, -6.006, 2.434], [-0.126, -6.839, 2.542], [-0.182, -3.970, 2.076], [-0.167, -3.483, 3.532], [4.103, -3.994, 0.637], [2.949, -5.158, -0.035], [3.683, -5.565, 1.451], [2.479, -3.581, 2.545], [1.915, -3.109, 0.955], [1.919, -6.591, 1.934], [1.571, -5.742, 3.415], [-0.583, -7.026, 1.571], [0.101, -7.799, 3.005], [-0.850, -6.305, 3.156], [-1.095, -4.535, 1.876], [-0.253, -3.057, 1.476], [0.740, -2.965, 3.839], [-0.408, -4.284, 4.238], [-0.963, -2.755, 3.725], [-1.821, -0.020, 3.672], [-2.074, 1.389, 4.173], [-1.018, 2.443, 3.955], [-3.065, 1.622, 4.814], [-0.767, -0.284, 3.784], [-2.031, -0.188, 2.615], [-2.431, -0.670, 4.295], [-1.093, 2.884, 2.961], [-0.030, 2.022, 4.131], [-1.194, 3.243, 4.674], [-0.256, 1.228, 0.509], [0.881, 0.288, 0.896], [1.489, -0.457, -0.254], [1.263, 0.171, 2.034], [-0.638, 1.019, -0.489], [0.118, 2.255, 0.561], [-1.087, 1.200, 1.213], [2.394, -0.986, 0.040], [1.768, 0.251, -1.041], [0.775, -1.165, -0.681], [-1.812, 4.774, -0.039], [-1.408, 6.214, 0.098], [-2.438, 7.307, 0.161], [-0.227, 6.478, 0.043], [-1.554, 4.226, 0.864], [-1.311, 4.345, -0.906], [-2.880, 4.702, -0.262], [-3.154, 7.236, -0.656], [-1.934, 8.272, 0.150], [-2.974, 7.288, 1.115]], "mulliken_charge": [-1.48, -0.27, 0.57, -0.51, -1.35, -0.38, -1.30, 0.30, 0.31, 0.46, -0.16, 0.44, 0.39, 0.43, 0.43, 0.25, 0.28, 0.17, 0.41, 0.30, 0.12, 0.50, -0.93, -0.56, 1.06, -0.71, -1.26, -0.09, -1.54, 0.50, -0.12, 0.28, 0.26, 0.46, 0.49, 0.31, 0.35, 0.10, 0.44, -0.09, -0.04, 0.33, 0.33, 0.43, -1.56, 0.39, 0.05, -0.40, -1.32, 0.18, -0.94, 0.43, 0.39, 0.36, 0.28, -0.25, 0.41, 0.36, 0.32, 0.41, 0.25, 0.54, -0.62, 0.29, 0.30, 0.19, -0.31, 0.64, -0.60, -0.59, 0.22, -0.33, 0.55, -0.23, 0.30, 0.40, 0.42, 0.51, 0.22, -0.64, -0.25, -0.16, -0.06, 0.26, -0.63, 0.17, -0.02, 0.63, -1.25, -0.55, -0.31, 0.28, 0.33, 0.33, 0.35, 0.33]}

---

(4)
{"formula": "C3H7ClNO2S", "method": "the ωB97M-V functional and the def2-TZVPD basis", "charge": -1, "lumo_ev": 3.31, "smiles": "CC(C)N=[S@@](=O)([O-])Cl", "homo_lumo_gap_ev": 8.54, "e_homo_ev": -5.226, "max_force_ev_per_a": 4.23, "symbols": ["C", "C", "C", "N", "S", "O", "O", "Cl", "H", "H", "H", "H", "H", "H", "H"], "xyz": [[0.500, -0.948, -0.798], [0.647, 0.416, -0.069], [1.634, 0.383, 1.063], [-0.607, 0.968, 0.467], [-2.042, 0.537, -0.080], [-3.065, 1.215, 0.705], [-2.232, 0.636, -1.500], [-3.030, -1.753, 0.133], [0.319, -1.605, 0.025], [-0.226, -0.836, -1.564], [1.541, -1.297, -1.242], [1.057, 1.165, -0.942], [2.506, -0.275, 0.745], [1.072, 0.054, 1.852], [1.925, 1.340, 1.205]], "mulliken_charge": [-1.45, 0.74, -1.43, -0.43, 0.79, -0.56, -0.52, -0.51, 0.38, 0.47, 0.30, 0.13, 0.28, 0.45, 0.37]}

---

(5)
{"formula": "C6H9NO2", "method": "the ωB97M-V functional and the def2-TZVPD basis", "charge": 0, "lumo_ev": [-0.21, 0.17], "homo_lumo_gap_ev": [7.28, 8.51], "e_homo_ev": [-7.493, -8.333], "max_force_ev_per_a": 1.33, "symbols": ["C", "C", "C", "N", "C", "C", "C", "O", "O", "H", "H", "H", "H", "H", "H", "H", "H", "H"], "xyz": [[-1.079, 0.067, 0.535], [1.603, 0.380, -0.039], [-1.211, 2.128, -0.673], [-1.396, 0.702, -0.613], [1.001, -0.231, -1.222], [0.522, -0.761, 0.084], [0.603, -2.080, 0.462], [0.304, -2.422, 1.734], [1.120, -0.449, -2.390], [0.146, -3.371, 1.806], [-0.869, 0.666, 1.433], [-1.713, -0.780, 0.792], [1.285, 1.342, 0.337], [2.636, 0.117, 0.167], [0.607, -2.880, -0.272], [-2.193, 2.606, -0.791], [-0.732, 2.570, 0.216], [-0.634, 2.395, -1.565]], "mulliken_charge": [-0.51, -0.58, -0.76, -0.46, 0.22, 0.97, -0.66, -0.45, -0.54, 0.36, 0.35, 0.38, 0.19, 0.30, 0.34, 0.31, 0.31, 0.25]}